# 1
The following is a quantum chemistry calculation of C26H48F3N2O12S4Zn as an isolated structure, from the OMol25 dataset.

Last column: Mulliken spin population.
Positions of all 96 atoms, in Å:
Zn (0.84, 2.75, -1.05)  0.000
S (-0.72, 1.39, -3.84)  0.000
S (3.87, 1.96, -2.41)  0.000
S (-2.07, 4.00, 0.12)  0.000
S (0.15, 0.04, 0.79)  0.000
F (0.09, -1.22, -1.44)  0.000
F (-1.15, -2.15, 0.16)  0.000
F (-1.77, -0.33, -0.98)  0.000
O (0.66, 1.20, 0.03)  0.000
O (4.90, 2.86, -2.02)  0.000
O (-0.86, 0.44, 1.81)  -0.002
O (1.22, -0.80, 1.37)  0.000
O (-2.86, 4.57, -0.96)  0.000
O (-0.28, -5.02, 4.40)  0.000
O (2.56, 2.05, -1.77)  0.000
O (0.02, 1.77, -2.65)  0.000
O (-0.82, 3.25, -0.18)  0.000
O (2.43, -2.54, -0.57)  0.000
O (-0.37, 0.11, -4.42)  0.000
O (-3.78, -2.43, 3.95)  0.765
N (-5.04, 0.25, -0.89)  0.002
N (6.38, -2.57, 2.80)  0.000
C (-3.11, 2.73, -4.46)  0.000
C (0.37, -4.17, 3.87)  0.000
C (-1.63, 5.29, 1.36)  0.000
C (-0.75, -1.05, -0.47)  0.000
C (-1.83, 4.57, 2.72)  0.000
C (2.66, -3.63, -1.19)  0.000
C (2.38, -3.72, -2.58)  0.000
C (3.53, 0.56, -4.81)  0.000
C (4.50, 0.24, -2.49)  0.000
C (-3.14, 2.95, 1.34)  0.000
C (3.71, -0.46, -3.59)  0.000
C (-4.79, -0.55, -0.06)  0.000
C (-1.85, 3.60, -4.64)  0.000
C (3.86, -1.85, 2.27)  0.000
C (-2.90, -0.25, 4.75)  0.119
C (-3.19, 3.79, 2.62)  0.000
C (-2.63, 1.50, -3.63)  0.000
C (3.67, 2.04, -4.34)  0.000
C (3.48, -4.78, -0.56)  0.000
C (-0.66, 2.75, -5.06)  0.000
C (-4.43, -1.39, 1.05)  0.003
C (0.44, -3.92, 2.32)  0.000
C (5.27, -2.28, 2.54)  0.000
C (-3.25, -1.74, 4.80)  -0.029
C (-2.82, -2.39, 6.12)  0.148
C (1.30, -3.29, 4.82)  0.000
H (2.83, -5.23, 0.19)  0.000
H (4.24, 0.35, -5.61)  0.000
H (-4.66, -2.43, 0.83)  0.000
H (4.41, -0.24, -1.51)  0.000
H (-2.52, 2.06, 1.47)  0.000
H (-3.40, -1.26, 1.37)  -0.001
H (-2.78, -3.48, 6.13)  -0.001
H (3.82, -5.47, -1.33)  0.000
H (3.36, -3.74, -3.06)  0.000
H (-3.07, 1.46, -2.63)  0.000
H (3.74, -2.10, 1.22)  0.000
H (-4.13, 2.86, 0.89)  0.000
H (4.47, 2.44, -4.96)  0.000
H (-0.76, 5.85, 1.01)  0.000
H (-0.84, 2.30, -6.04)  0.000
H (-1.03, 3.84, 2.89)  0.000
H (-3.00, 0.60, -4.11)  0.000
H (-3.30, -1.87, 6.95)  0.004
H (0.52, -2.84, 2.20)  0.000
H (2.51, 0.46, -5.18)  0.000
H (-2.15, -0.17, 5.53)  0.000
H (4.04, -1.37, -4.09)  0.000
H (-3.45, 2.51, -5.47)  0.000
H (-3.73, 0.42, 4.98)  -0.003
H (3.72, -0.78, 2.41)  0.000
H (1.33, -4.27, 1.79)  0.000
H (5.58, 0.27, -2.63)  0.000
H (-4.93, -1.21, 2.00)  0.002
H (-3.90, 3.31, -3.99)  0.000
H (-2.44, 6.01, 1.23)  0.000
H (0.32, 3.22, -5.03)  0.000
H (-2.33, 0.23, 3.95)  -0.010
H (2.09, -2.84, 4.23)  0.000
H (1.69, -3.84, 5.68)  0.000
H (3.12, -2.46, 2.78)  0.000
H (4.20, -4.30, 0.10)  0.000
H (2.80, 2.65, -4.60)  0.000
H (1.96, -2.76, -2.88)  0.000
H (-0.47, -4.40, 1.96)  0.000
H (0.75, -2.43, 5.20)  0.000
H (-3.25, 3.23, 3.55)  0.000
H (2.78, -0.62, -3.04)  0.000
H (1.59, -4.43, -2.82)  0.000
H (-1.70, 4.19, -3.74)  0.000
H (-1.76, -2.13, 6.17)  0.003
H (-2.07, 4.51, -5.21)  0.000
H (-3.99, 4.53, 2.60)  0.000
H (-1.82, 5.18, 3.63)  0.000

Output
Highest occupied orbital energy (spin up / spin down), eV: -13.49 / -13.49
Max |F|, hartree/bohr: 0.101
Charge: +2
Spin multiplicity: 2

# 2
The following is a quantum chemistry calculation of C26H48F6Ni2O14S4 as an isolated structure, from the OMol25 dataset.

Last column: Mulliken spin population.
Positions of all 100 atoms, in Å:
Ni (0.10, 1.16, 1.61)  1.776
Ni (-1.35, 2.37, -1.25)  1.823
S (4.21, -5.56, -2.86)  0.000
S (-2.52, -0.96, 2.73)  0.009
S (3.25, 2.45, 2.14)  0.005
S (-4.10, 0.53, -0.85)  0.000
F (-2.78, 5.03, 3.57)  0.000
F (-3.46, 2.97, 3.45)  0.000
F (-2.45, -0.08, -6.25)  0.000
F (-1.91, 1.97, -6.58)  0.000
F (-3.69, 1.17, -5.51)  0.000
F (-3.76, 4.29, 1.84)  0.000
O (-0.84, 2.40, 3.16)  0.000
O (-4.19, -0.91, -0.64)  0.005
O (1.89, 2.30, 1.67)  0.016
O (-1.60, 0.11, 2.20)  0.017
O (-0.04, 1.39, -4.60)  -0.002
O (0.10, 0.80, -0.53)  0.128
O (3.69, 3.19, 3.34)  0.003
O (-1.07, 2.90, 1.06)  0.046
O (1.27, -0.59, 1.86)  0.069
O (-2.84, 1.24, -0.61)  0.013
O (-3.88, -0.53, 3.06)  0.004
O (3.22, -6.27, -3.62)  0.000
O (5.54, -6.07, -2.78)  0.000
O (-1.71, 2.14, -3.35)  0.073
C (-2.88, 3.93, 2.74)  0.003
C (-6.29, 2.04, -0.84)  0.000
C (-0.95, 2.47, 4.59)  0.001
C (1.31, -1.23, 0.60)  -0.022
C (0.11, 1.66, 5.15)  0.001
C (-1.38, 1.11, -4.28)  -0.004
C (4.30, 3.01, 0.68)  0.003
C (4.10, -3.81, -0.72)  0.000
C (-2.56, -2.38, 1.60)  0.000
C (-1.56, -3.35, 3.75)  0.001
C (-4.85, 0.90, -2.42)  -0.001
C (3.59, -5.25, -1.05)  0.000
C (-2.30, 1.14, -5.61)  0.007
C (-5.41, 1.18, 0.14)  0.002
C (5.48, 1.04, 1.77)  0.000
C (-2.35, -3.62, 2.49)  0.000
C (5.40, 1.94, 0.53)  0.000
C (-6.31, 1.35, -2.18)  0.000
C (0.83, 0.28, -4.76)  0.000
C (2.11, 0.95, -4.97)  0.000
C (4.03, 0.83, 2.27)  0.001
C (3.97, -2.87, -1.95)  0.001
C (-1.44, 3.43, 2.31)  0.002
C (1.12, -0.22, -0.60)  0.000
C (-1.72, -1.92, 4.09)  0.000
C (4.18, -3.73, -3.24)  0.000
H (-5.04, 1.75, 0.99)  0.000
H (2.84, 0.33, -5.50)  0.000
H (2.50, -5.20, -1.06)  0.000
H (5.95, 0.09, 1.53)  0.000
H (4.93, -3.36, -3.93)  0.000
H (0.95, -0.37, -3.90)  0.000
H (4.63, -2.01, -1.94)  0.000
H (4.58, 4.04, 0.89)  0.000
H (4.00, -6.13, -0.56)  0.000
H (-6.62, 1.89, -3.08)  0.000
H (2.96, -2.46, -1.97)  -0.001
H (2.00, 0.41, -0.75)  0.003
H (2.22, -1.79, 0.40)  0.013
H (-0.50, -3.57, 3.60)  0.000
H (3.24, -3.78, -3.79)  0.000
H (-0.77, -1.44, 4.33)  0.000
H (1.99, 1.73, -5.72)  0.000
H (0.05, 0.59, 4.98)  0.000
H (5.17, -3.92, -0.52)  0.000
H (3.66, 2.98, -0.20)  0.000
H (-7.26, 2.22, -0.39)  0.000
H (1.15, 1.96, 5.03)  0.000
H (-1.44, 0.06, -3.98)  -0.001
H (-4.73, 0.05, -3.09)  0.000
H (3.73, -3.40, 0.21)  0.000
H (-3.55, -2.44, 1.14)  0.000
H (5.94, 1.56, 2.61)  0.000
H (3.58, 0.14, 1.56)  -0.001
H (-0.84, 4.33, 2.45)  0.000
H (-0.07, 1.82, 6.21)  0.000
H (-1.90, -3.96, 4.59)  0.000
H (-3.31, -3.96, 2.87)  0.000
H (2.53, 1.60, -4.21)  0.000
H (-6.88, 0.44, -1.99)  0.000
H (5.22, 1.36, -0.38)  0.000
H (-1.92, 2.02, 4.79)  0.000
H (0.47, -1.89, 0.40)  0.001
H (-1.87, -2.17, 0.79)  0.000
H (-1.92, -4.44, 1.92)  0.000
H (6.28, 2.56, 0.35)  0.000
H (-2.24, -1.79, 5.03)  0.000
H (0.98, -0.71, -1.57)  0.005
H (-4.17, 1.56, -2.95)  0.000
H (-6.03, 0.38, 0.54)  0.001
H (-0.81, 3.43, 5.08)  0.000
H (3.92, 0.55, 3.32)  0.000
H (-5.81, 3.02, -0.93)  0.000
H (0.60, -0.37, -5.60)  0.000

Output
Highest occupied orbital energy (spin up / spin down), eV: -7.90 / -7.83
Max |F|, hartree/bohr: 0.078
Charge: 0
Spin multiplicity: 5

# 3
The following is a quantum chemistry calculation of C26H48NdOP2 as an isolated structure, from the OMol25 dataset.

Last column: Mulliken spin population.
Positions of all 78 atoms, in Å:
Nd (0.17, -0.53, 2.28)  3.042
P (1.58, -0.72, -4.51)  0.000
P (-0.74, 1.22, -4.12)  0.000
O (1.37, 1.13, 2.82)  -0.010
C (-0.32, 2.02, -1.12)  -0.003
C (2.47, 2.01, 2.63)  0.002
C (0.89, -1.65, -5.97)  0.000
C (-1.99, -1.26, 3.71)  -0.010
C (-0.32, -2.80, 3.30)  -0.015
C (-1.73, -0.58, -1.60)  0.000
C (-2.74, 0.09, -0.63)  0.002
C (2.46, 3.03, 3.74)  0.000
C (-0.79, 0.21, 5.50)  0.003
C (-1.99, 0.57, -5.29)  0.000
C (-1.28, 2.07, 0.03)  0.000
C (3.74, 1.18, 2.49)  0.001
C (-2.37, 1.29, 0.17)  0.003
C (-0.91, 3.03, -4.34)  0.000
C (-2.48, -3.02, 1.87)  0.005
C (-3.31, -0.58, 3.72)  -0.002
C (0.54, -3.74, 2.53)  -0.003
C (-0.89, -0.95, 4.58)  0.005
C (-0.40, -1.07, -1.10)  0.001
C (0.15, -1.91, 4.33)  -0.009
C (1.54, -1.73, 4.80)  -0.002
C (0.76, -0.37, -1.00)  0.005
C (0.95, 1.11, -1.05)  -0.003
C (-1.64, -2.40, 2.94)  0.002
C (0.87, 0.94, -4.96)  0.000
C (3.22, -0.39, -5.32)  0.000
H (-1.78, 0.66, 5.67)  0.000
H (3.72, 0.43, -4.78)  0.000
H (-1.84, 3.36, -3.86)  0.000
H (1.57, 1.74, -4.63)  0.000
H (-2.74, -4.07, 2.12)  0.000
H (1.59, -3.43, 2.47)  0.000
H (4.62, 1.83, 2.43)  0.000
H (-3.43, -2.48, 1.73)  0.000
H (-0.13, 1.02, 5.12)  0.000
H (3.87, 0.50, 3.34)  0.000
H (-3.62, 0.32, -1.25)  0.000
H (3.81, -1.31, -5.25)  0.000
H (-4.04, -1.10, 4.36)  -0.001
H (-0.95, 3.21, -5.42)  0.000
H (-2.97, 0.75, -4.84)  0.000
H (-1.83, -0.50, -5.47)  0.000
H (-2.24, -1.48, -1.98)  0.000
H (0.06, 3.05, -1.26)  0.000
H (1.68, -0.95, -0.86)  0.001
H (-1.61, 0.08, -2.50)  0.000
H (-1.97, -3.05, 0.88)  -0.001
H (1.56, -1.71, 5.90)  0.000
H (0.71, 1.03, -6.05)  0.000
H (1.54, 1.35, -1.95)  0.001
H (2.20, -2.55, 4.46)  0.000
H (2.33, 2.54, 1.69)  0.000
H (-0.18, -1.82, -5.85)  0.000
H (3.30, 3.73, 3.62)  0.000
H (1.53, 3.60, 3.71)  0.000
H (-3.24, 0.45, 4.09)  -0.001
H (3.06, -0.12, -6.37)  0.000
H (2.02, -0.77, 4.47)  0.000
H (1.11, -1.09, -6.89)  0.000
H (3.70, 0.59, 1.58)  0.000
H (1.59, 1.43, -0.21)  -0.002
H (-1.06, 2.79, 0.83)  0.000
H (1.43, -2.61, -5.99)  0.000
H (2.53, 2.56, 4.72)  0.000
H (-3.76, -0.53, 2.72)  0.000
H (-0.39, -0.11, 6.47)  0.000
H (-0.87, 1.76, -2.04)  0.000
H (-3.08, -0.70, 0.07)  -0.002
H (-0.05, 3.53, -3.88)  0.000
H (-1.89, 1.15, -6.22)  0.000
H (-0.36, -2.14, -0.84)  -0.003
H (0.19, -3.89, 1.49)  -0.001
H (-3.03, 1.47, 1.02)  0.000
H (0.54, -4.74, 3.00)  -0.001

Output
Energy relative to the best compared isomer or geometry (same formula, charge and spin), eV: 1.3370
Highest occupied orbital energy (spin up / spin down), eV: -10.31 / -10.31
Max |F|, hartree/bohr: 0.041
Charge: +1
Spin multiplicity: 4